C11H16Cl2F4INO | ωB97M-V/def2-TZVPD

Last column: Löwdin charge in e.
Atoms and positions in Å:
1 C -2.819 2.428 0.522  0.085
2 C -1.883 1.705 0.777  -0.128
3 C -0.601 0.805 0.954  -0.363
4 O 0.506 1.619 0.556  -0.088
5 C 1.396 0.932 -0.321  -0.215
6 C 0.801 0.613 -1.754  -0.206
7 N 1.817 0.498 -2.837  0.010
8 C 2.744 1.797 -0.397  -0.310
9 F 2.692 2.813 -1.337  0.091
10 F 2.897 2.423 0.860  0.060
11 C 4.024 0.854 -0.569  -0.203
12 F 4.779 0.835 0.614  0.036
13 F 4.900 1.325 -1.569  0.025
14 C -0.492 0.268 2.456  -0.641
15 I -1.107 1.771 3.911  0.833
16 C -1.489 -0.980 2.545  -0.309
17 C -0.852 -2.299 1.879  -0.109
18 H -3.697 2.880 0.000  0.060
19 H -0.787 -0.099 0.308  0.111
20 H 1.711 -0.052 0.158  0.163
21 H -0.035 1.341 -1.982  0.146
22 H 0.290 -0.403 -1.671  0.032
23 H 1.277 0.564 -3.713  0.083
24 H 2.182 -0.465 -2.799  0.078
25 H 3.767 -0.200 -0.870  0.157
26 H 0.526 -0.140 2.707  0.094
27 H -2.467 -0.792 2.022  0.075
28 H -1.738 -1.241 3.618  0.092
29 H 0.255 -2.362 2.070  0.075
30 H -0.976 -2.183 0.752  0.032
31 H -1.419 -3.232 2.157  0.079
32 Cl -3.944 -1.449 -0.451  0.540
33 C -3.336 -2.281 -1.885  -0.994
34 Cl -1.642 -1.873 -2.193  0.552
35 H -3.417 -3.355 -1.732  0.029
36 H -3.931 -1.984 -2.745  0.029

Forces on the atoms, in the same order (eV/Å):
C -0.608 -0.424 -1.184
C 1.254 -0.871 -0.084
C -1.825 1.206 0.905
O -0.092 -1.176 -0.748
C 1.169 -0.011 -0.289
C -1.018 -0.981 0.672
N -0.783 -0.252 0.235
C -0.305 0.687 1.217
F 0.124 -1.512 1.244
F -0.193 -0.738 -1.873
C 1.640 0.325 -0.698
F -1.354 -0.141 -1.684
F -1.497 -0.435 1.484
C -1.073 -1.361 -0.861
I 0.554 -0.542 -0.400
C 0.265 -1.033 0.409
C -0.401 1.142 -0.981
H 1.353 -0.418 1.206
H 0.487 0.906 0.386
H -0.275 0.999 -0.395
H 1.274 -0.512 0.128
H 0.415 1.416 0.211
H 0.669 -0.045 0.429
H -0.186 0.636 -0.257
H 0.171 1.082 0.551
H -0.865 0.935 -0.292
H 0.958 0.169 0.558
H 0.393 0.594 -1.146
H -1.143 -0.217 0.088
H 0.258 -0.338 1.255
H 0.779 1.007 -0.051
Cl -0.035 -0.027 -0.044
C -0.229 -0.163 -0.047
Cl -0.108 -0.127 -0.116
H 0.102 0.133 0.066
H 0.126 0.085 0.107

The calculation puts the highest occupied orbital energy at -9.20 eV. Its energy is -2176.1315 a.u. For the lowest unoccupied orbital energy, the calculation gives 0.18 eV. The charge is 0. Its SMILES is C#C[C@@H](O[C@@H](CN)C(F)(F)C(F)F)[C@@H](I)CC.ClCCl. Its multiplicity is 1. As for the frontier orbital gap: 9.4 eV.